Entry from the OMol25 dataset: C6H14ClN2P in the gas phase in a non-equilibrium geometry (ωB97M-V/def2-TZVPD).

XYZ file:
```
24
Properties=species:S:1:pos:R:3:forces:R:3:mulliken_charge:R:1
P 2.122 -0.515 -0.311 -2.9 1.8 -0.1 0.629
H 0.390 1.886 0.778 0.6 0.2 -0.8 0.201
H 1.065 0.715 -2.527 -0.3 -0.7 1.4 0.201
H 1.370 -1.323 1.690 0.4 0.2 -0.2 0.348
H -0.791 -0.827 -1.519 -0.7 1.9 -0.4 0.277
H -1.164 2.614 0.239 0.4 -1.0 1.4 0.359
C 3.101 -1.836 -0.229 0.3 -2.5 -0.9 -0.736
H 2.436 -2.770 -0.030 1.3 1.5 -0.4 0.192
H -0.823 -1.686 0.221 1.1 1.1 0.9 0.312
H -2.913 0.388 1.098 -2.0 0.1 5.0 0.579
C -0.674 1.738 0.784 0.8 1.0 1.5 -1.367
C -2.569 0.343 0.187 1.6 0.2 -6.5 -1.985
Cl 3.171 1.133 0.066 0.8 0.5 -0.2 -0.232
H -0.857 -1.013 1.802 -0.5 0.3 1.7 0.553
N 0.792 0.584 -1.525 2.2 -1.0 1.4 -0.440
C -0.623 0.302 -1.292 1.4 -2.0 -0.8 -0.964
C -1.052 0.453 0.133 -0.2 -1.2 1.5 1.829
N 1.056 -0.632 1.017 -1.6 -0.8 -1.0 -0.316
H -0.731 1.631 1.941 -1.1 0.6 -1.8 0.345
H -1.160 1.028 -1.872 -0.6 -0.1 -0.8 0.524
H -2.818 -0.602 -0.336 -0.5 0.5 0.4 0.395
H 4.094 -2.056 -0.757 -1.8 0.7 0.8 0.255
H -2.967 1.227 -0.420 0.2 -1.3 0.8 0.374
C -0.455 -0.783 0.862 0.8 -0.3 -2.7 -1.333
```
Forces are in eV/Å.

Summary:
Kohn-Sham gap, eV: 8.57
HOMO level, eV: -8.03
Energy relative to the best compared isomer or geometry (same formula, charge and spin), kcal/mol: 46.2
Max |F|, eV/A: 6.70
SMILES string: C=P1(Cl)NCC(C)(C)CN1
Energy, eV: -31238.10936